This record from OMol25 describes the molecule C7H5F. The level of theory is ωB97M-V with the def2-TZVPD basis set.

The geometry in XYZ format:
```
13
Properties=species:S:1:pos:R:3:forces:R:3
F 1.348 1.679 -0.409 -1.327 -0.096 0.678
C 2.711 -1.219 0.281 -4.358 2.531 -1.357
C 1.589 -0.720 -0.011 4.142 -3.863 1.651
C -3.336 0.056 0.315 5.758 -2.932 -3.681
C -0.903 -1.021 -0.386 0.302 2.566 1.435
C -2.215 -0.434 -0.189 -6.542 3.075 3.571
C 0.215 -0.308 0.029 0.052 -1.701 -1.162
C 0.247 1.139 0.342 -1.118 1.804 -0.185
H -0.738 1.471 -0.115 1.283 0.684 0.884
H -4.408 0.354 0.365 1.557 -0.309 0.068
H 0.421 1.489 1.424 -0.478 -0.866 -1.637
H 3.751 -1.369 0.481 -0.172 -0.191 -0.098
H -1.005 -2.013 -0.758 0.901 -0.704 -0.166
```
Forces are in eV/Å.

Highest occupied orbital energy (eV): -8.8
Gap between HOMO and LUMO (eV): 8.29
Net charge: 0
SMILES: C#C/C=C(/C#C)CF

Atomic partial charges in e from the natural (NBO) method, atoms 1 to 5: -0.3676, -0.1848, -0.0274, -0.2285, -0.2401